1.
The following is a DFT calculation (ωB97M-V with the def2-TZVPD basis set) of 2 unconnected molecules or ions with the total composition C4H10ClNO.

Last column: Löwdin charge in e.
Cartesian coordinates (Å):
C: -1.32023 -1.26198 -0.18952  -0.069
C: -0.68170 0.53899 1.47596  -0.087
C: -0.59604 0.07357 0.02649  -0.439
C: 0.82585 -0.08474 -0.43053  -0.731
N: 1.07425 -0.19846 -1.75435  0.097
O: 1.60694 1.92910 -0.06495  -0.313
Cl: 1.86551 -1.00234 0.56414  0.786
H: -2.37196 -1.15494 0.06138  0.082
H: -0.88892 -2.03347 0.44441  0.074
H: -1.23890 -1.58048 -1.22621  0.075
H: -1.71554 0.70171 1.75531  0.080
H: -0.24798 -0.19271 2.15253  0.064
H: -0.13284 1.47198 1.56975  0.069
H: -1.04851 0.84164 -0.60834  0.146
H: 0.52639 0.41241 -2.34015  0.120
H: 2.04676 -0.24092 -2.02257  0.106
H: 2.29691 1.78063 0.58665  -0.061

Atomic forces in eV per Å
0.1 0.1 -0.1
0.2 0.2 -0.2
0.0 0.0 0.3
0.8 2.5 -0.4
-0.1 0.0 0.4
-1.1 -2.2 -0.6
0.3 -0.3 0.2
-0.1 0.0 0.0
0.0 -0.1 0.1
-0.1 -0.1 -0.1
-0.2 0.0 0.0
0.0 -0.1 0.1
0.0 0.1 0.1
0.1 0.0 -0.1
-0.1 0.1 0.0
0.0 0.0 0.1
0.1 -0.1 0.2

Properties
LUMO energy (alpha / beta) in eV: 0.604 / 0.604
HOMO energy (alpha / beta) in eV: -8.73 / -8.73

---

2.
The following is a DFT calculation (ωB97M-V with the def2-TZVPD basis set) of 2 unconnected molecules or ions with the total composition C4H10ClNS.

Last column: Löwdin charge in e.
Cartesian coordinates (Å):
C: -0.53157 0.76204 -0.95460  -0.029
C: -0.14441 -1.75695 -0.49075  -0.101
C: -0.67906 0.01360 1.28629  -0.084
C: -0.50690 -0.34783 -0.21276  -0.449
N: 2.22232 1.66670 -0.07353  -0.330
S: 2.41798 0.00954 0.27153  0.423
Cl: 4.40790 -0.43489 -0.10621  0.047
H: -0.90505 1.62557 -0.65019  0.019
H: 1.43414 1.66770 -0.67411  -0.038
H: -0.19728 0.71686 -2.04701  0.106
H: 0.29783 -2.12354 0.33029  0.007
H: 0.53125 -1.73906 -1.38564  0.089
H: -1.13454 -2.40170 -0.73185  0.143
H: -0.23974 0.93154 1.55225  0.051
H: -1.66691 -0.01271 1.63205  0.061
H: -0.20192 -0.66608 1.94265  0.057
H: 2.26782 2.23299 0.75075  0.028

Atomic forces in eV per Å
1.8 -5.0 -4.3
-3.1 0.6 -4.8
0.1 -1.3 -1.0
-0.3 2.1 2.4
1.6 -2.2 0.4
0.6 0.8 0.2
-0.3 0.3 -0.1
-1.3 3.7 1.7
-0.8 0.9 -0.4
-0.7 0.0 1.3
1.8 -1.7 2.7
-0.6 -0.6 0.7
2.3 1.4 0.5
0.3 1.5 -0.1
-1.8 0.2 0.2
0.8 -1.2 0.4
-0.5 0.4 0.1

Properties
LUMO energy in eV: 0.407
HOMO energy in eV: -8.76

---

3.
The following is a DFT calculation (ωB97M-V with the def2-TZVPD basis set) of a molecular structure, C4H10CsO2.

Last column: Löwdin charge in e.
Cartesian coordinates (Å):
Cs: -2.80332 0.70791 -0.45932  1.244
C: -0.72833 -0.21675 2.73451  -0.002
O: -0.72759 -0.32600 1.31590  -0.250
C: 0.35117 -1.00403 0.57313  -0.059
C: 0.84385 -0.25001 -0.67408  -0.126
O: -0.18622 0.31212 -1.42721  -0.259
C: 0.20175 1.00291 -2.60814  0.017
H: -1.08590 -1.13462 3.20114  0.133
H: -1.46290 0.53618 3.02018  0.112
H: 0.24326 0.12534 3.09103  0.124
H: 0.14365 -2.03953 0.30337  0.171
H: 1.26997 -1.01272 1.15949  0.153
H: 1.45489 -0.91399 -1.28553  0.173
H: 1.50154 0.57646 -0.40484  0.182
H: 0.90916 1.74438 -2.23683  0.130
H: -0.62514 1.58315 -3.01762  0.117
H: 0.70013 0.30917 -3.28523  0.140

Atomic forces in eV per Å
-1.3 0.3 0.0
0.2 0.4 0.4
1.1 -1.0 -2.2
0.5 1.9 1.2
-1.1 -0.5 -0.1
-0.2 -0.2 0.5
0.6 0.6 0.2
0.4 -0.4 0.0
-0.1 0.1 -0.4
0.1 -0.4 0.1
-0.7 -0.2 0.1
-0.1 -0.3 0.6
0.2 -0.2 -0.2
0.3 0.3 0.6
0.4 0.2 -0.4
-0.2 -0.6 -0.1
-0.1 0.1 -0.3

Properties
2S+1: 2
Expectation value of S²: 0.756
Net charge: +2
LUMO energy (alpha / beta) in eV: -6.685 / -13.423
HOMO energy (alpha / beta) in eV: -19.93 / -18.15